{
  "formula": "C2H2N4O2",
  "method": "wB97M-V/def2-TZVPD",
  "elements": ["H", "N", "C", "N", "N", "O", "C", "O", "N", "H"],
  "xyz": [[3.288, -0.375, 0.180], [2.425, -0.849, 0.415], [1.308, -0.247, -0.159], [1.003, 1.237, -0.348], [-0.110, 1.704, -0.112], [-1.436, 0.950, 0.473], [-1.122, -0.427, -0.048], [-2.155, -1.126, -0.077], [0.140, -0.969, -0.188], [0.113, -2.032, -0.469]],
  "homo_lumo_gap_ev": 9.08,
  "total_charge": 0,
  "smiles": "[H]/N=c1\\nnoc(=O)[nH]1",
  "relative_energy_kj_mol": 551.0,
  "lumo_ev": -1.334,
  "spin_multiplicity": 1,
  "energy_ha": -446.76285,
  "homo_energy_ev": -10.410
}

{
  "formula": "C2H2N4O2",
  "method": "wB97M-V/def2-TZVPD",
  "elements": ["O", "C", "O", "C", "N", "N", "N", "N", "H", "H"],
  "xyz": [[1.994, 1.105, -0.178], [1.378, 0.072, -0.146], [1.951, -1.137, 0.135], [0.015, 0.049, -0.166], [-0.598, -1.061, -0.246], [-1.954, -0.854, -0.118], [-2.193, 0.434, 0.022], [-0.958, 1.016, 0.099], [1.075, -1.607, 0.398], [-0.711, 1.984, 0.199]],
  "homo_lumo_gap_ev": 10.84,
  "total_charge": 0,
  "smiles": "O=C(O)c1nnn[nH]1",
  "relative_energy_kj_mol": 287.8,
  "lumo_ev": -0.701,
  "spin_multiplicity": 1,
  "energy_ha": -446.86310,
  "homo_energy_ev": -11.540
}

{
  "formula": "C2H2N4O2",
  "method": "wB97M-V/def2-TZVPD",
  "elements": ["H", "N", "C", "N", "N", "O", "N", "C", "O", "H"],
  "xyz": [[-1.598, 2.096, 0.246], [-0.665, 1.612, 0.043], [-0.837, 0.359, -0.084], [-1.840, -0.633, -0.128], [-1.336, -1.759, -0.030], [-0.024, -1.778, 0.142], [0.383, -0.395, -0.143], [1.663, 0.039, 0.017], [2.630, -0.668, -0.074], [1.624, 1.128, 0.011]],
  "homo_lumo_gap_ev": 9.37,
  "total_charge": 0,
  "smiles": "[H]/N=c1\\nnon1C=O",
  "relative_energy_kj_mol": 520.8,
  "lumo_ev": -1.005,
  "spin_multiplicity": 1,
  "energy_ha": -446.77435,
  "homo_energy_ev": -10.370
}

{
  "formula": "C2H2N4O4PS",
  "method": "wB97M-V/def2-TZVPD",
  "elements": ["N", "C", "S", "N", "O", "P", "O", "O", "N", "O", "C", "N", "H", "H"],
  "xyz": [[1.358, 2.624, -1.605], [0.435, 2.652, -0.944], [-0.793, 2.403, 0.196], [-0.593, 0.695, 0.106], [-1.805, 0.032, -0.026], [-1.705, -1.605, -0.272], [-2.837, -2.250, -0.805], [-0.753, -1.984, 1.063], [0.335, -1.569, 0.256], [-0.215, -1.754, -0.968], [0.496, -0.213, 0.442], [1.670, 0.225, 0.804], [2.295, -0.486, 0.883], [2.113, 1.230, 0.869]],
  "homo_lumo_gap_ev": 9.31,
  "total_charge": 1,
  "smiles": "N#CSN1OP23([O-])O[N+]2(O3)C1=[NH2+]",
  "relative_energy_kj_mol": 0.0,
  "lumo_ev": -5.770,
  "spin_multiplicity": 1,
  "energy_ha": -1336.49072,
  "homo_energy_ev": -15.075
}

{
  "formula": "C2H2N4S",
  "method": "wB97M-V/def2-TZVPD",
  "elements": ["C", "C", "N", "N", "N", "N", "S", "H", "H"],
  "xyz": [[-0.626, 1.387, 0.208], [1.550, -0.055, 0.190], [-1.359, 0.480, -0.054], [0.974, -1.126, 0.235], [-0.229, -1.626, 0.220], [-1.098, -0.841, -0.428], [2.838, 0.823, -0.042], [-0.044, 2.254, 0.167], [-2.006, -1.297, -0.497]],
  "homo_lumo_gap_ev": [6.63, 7.27],
  "total_charge": 0,
  "relative_energy_kj_mol": 469.1,
  "lumo_ev": [-0.897, -0.480],
  "spin_multiplicity": 1,
  "energy_ha": -694.37908,
  "homo_energy_ev": [-7.531, -7.750]
}

{
  "formula": "C2H2N4S",
  "method": "wB97M-V/def2-TZVPD",
  "elements": ["S", "C", "N", "C", "N", "N", "N", "H", "H"],
  "xyz": [[-1.997, -1.121, -1.665], [-1.227, -0.761, -0.314], [-0.060, -0.017, -0.190], [0.627, 0.300, 0.935], [1.670, 1.019, 0.616], [1.625, 1.141, -0.746], [0.613, 0.532, -1.238], [-1.597, -1.087, 0.674], [0.345, -0.007, 1.929]],
  "homo_lumo_gap_ev": 8.46,
  "total_charge": 0,
  "smiles": "S=Cn1cnnn1",
  "relative_energy_kj_mol": 11.6,
  "lumo_ev": -1.266,
  "spin_multiplicity": 1,
  "energy_ha": -694.55332,
  "homo_energy_ev": -9.721
}